21
Properties=species:S:1:pos:R:3 method="wB97M-V/def2-TZVPD" lumo_energy_ev=0.49 orbital_gap_ev=9.97 energy_ev=-20315.649 charge=0 e_above_lowest_ev=0.586 spin_multiplicity=1 smiles=CCCS.O.O.O homo_ev=-9.48
C 0.7508 0.3181 3.0435
C 0.0281 0.0547 1.7368
C 0.9512 -0.0529 0.5046
S 2.1843 -1.3814 0.7581
H 0.1445 0.8622 3.7548
H 1.1317 -0.5550 3.5781
H 1.6542 0.9266 2.9055
H -0.6539 0.8989 1.6139
H -0.5256 -0.8872 1.7319
H 0.3121 -0.3106 -0.3420
H 1.4121 0.8948 0.2573
H 3.2133 -0.5872 1.0727
H -2.0159 2.0787 -3.0167
H -2.7181 2.9401 -2.0099
O -2.0032 2.9756 -2.6536
H -1.2609 -0.3413 -4.0978
H -0.3156 0.1312 -3.0316
O -1.2089 0.2440 -3.3350
H 0.3932 -2.5193 -0.7870
H -1.0874 -2.7676 -0.5234
O -0.3859 -2.9226 -1.1601



11
Properties=species:S:1:pos:R:3 method="wB97M-V/def2-TZVPD" lumo_energy_ev=-0.16 orbital_gap_ev=8.71 energy_ev=-13632.568 charge=0 e_above_lowest_ev=0.000 spin_multiplicity=1 homo_ev=-8.87
N 0.9200 -0.7564 0.1555
N 1.1609 0.2531 -0.4840
N 0.4211 -1.5996 0.7365
N 2.4564 0.5900 -0.9100
N -2.2579 -1.1103 0.4131
O -1.8983 -0.6158 -0.6368
O -2.0498 1.1162 1.4901
O -2.3779 -0.3978 1.4770
H 2.8718 -0.2301 -1.4976
H 2.3743 1.4209 -1.4037
H -1.6207 1.3298 0.6600



86
Properties=species:S:1:pos:R:3 method="wB97M-V/def2-TZVPD" lumo_energy_ev="-0.92 / -0.92" orbital_gap_ev="6.82 / 7.57" energy_ev=-109678.501 charge=0 s_squared=3.77 spin_multiplicity=4 homo_ev="-7.74 / -8.49"
Cr -1.9361 0.5967 1.3268
Cs 1.9515 2.9647 -0.8174
Cs -1.7933 2.9099 -2.2900
Cs -2.8984 -2.7241 -1.1934
Li 0.4464 -1.8294 0.8688
P -0.4329 -0.0718 -0.7954
O 0.2757 0.8376 -1.8045
O -0.2668 -1.6268 -0.9157
O -1.9290 0.3921 -0.5826
O -0.1381 0.1307 0.7394
S -2.8319 3.0914 1.4480
O -2.8909 3.9479 2.6124
O -1.4919 2.4864 1.2294
O -3.4896 1.7594 1.6462
O -3.2262 3.7345 0.2025
S -2.0350 -1.5804 2.7513
O -1.6130 -0.1905 3.1037
O -0.8740 -2.3192 2.2455
O -2.7894 -2.2402 3.7673
O -2.8122 -1.1445 1.5533
C 2.3753 -1.3647 3.5064
C 3.2726 -1.7342 2.3219
N 2.4778 -2.3351 1.2383
C 2.9326 -1.8408 -0.0800
C 4.3674 -2.2065 -0.4870
C 2.4238 -3.7953 1.3117
C 1.3299 -4.4274 0.4461
H 2.8908 -0.6761 4.1796
H 2.1564 -2.2575 4.0958
H 1.4154 -0.9620 3.1854
H 3.8512 -0.8898 1.9450
H 4.0334 -2.4454 2.6735
H 2.2367 -2.2252 -0.8248
H 2.8071 -0.7554 -0.0591
H 4.4863 -3.2885 -0.5148
H 4.6042 -1.7928 -1.4671
H 5.1034 -1.7970 0.2082
H 2.2156 -4.1466 2.3251
H 3.4164 -4.2111 1.0882
H 0.3340 -4.1503 0.7921
H 1.5163 -5.4976 0.3699
H 1.3704 -4.0814 -0.5927
C -4.5955 -0.6464 -6.6486
C -4.5489 -1.7574 -5.5864
N -4.0082 -1.3639 -4.2897
C -2.6327 -0.8663 -4.2987
C -1.6587 -1.9402 -4.8098
C -4.8770 -0.4422 -3.5789
C -6.2117 -1.0661 -3.1412
H -5.1382 0.2237 -6.2606
H -5.1566 -0.9567 -7.5270
H -3.6146 -0.2389 -6.8886
H -5.5032 -2.2602 -5.4453
H -3.9303 -2.5607 -5.9890
H -2.2985 -0.6005 -3.2936
H -2.6010 0.0329 -4.9336
H -1.5357 -2.7975 -4.1383
H -0.6664 -1.5045 -4.9257
H -2.0198 -2.3523 -5.7494
H -4.3674 0.0027 -2.7169
H -5.0459 0.4671 -4.1857
H -5.9678 -1.9839 -2.6103
H -6.7286 -0.3698 -2.4820
H -6.8545 -1.2110 -4.0064
C 4.6359 1.9119 2.9254
C 3.8819 3.2214 3.0681
N 2.6425 3.2448 2.2938
C 1.9817 4.5525 2.5195
C 2.7467 5.6492 1.7447
C 1.7054 2.1601 2.6354
C 1.2088 2.0707 4.0882
H 4.0167 1.0671 3.2274
H 5.5925 1.8527 3.4363
H 4.8199 1.7945 1.8485
H 3.6297 3.3824 4.1287
H 4.5457 4.0368 2.7781
H 0.9649 4.6242 2.1269
H 1.9328 4.8147 3.5788
H 2.0836 6.4928 1.5394
H 3.5071 6.0596 2.4113
H 3.1722 5.2967 0.8061
H 2.0757 1.1962 2.2773
H 0.8164 2.3096 2.0213
H 0.9434 3.0602 4.4646
H 1.9487 1.6294 4.7543
H 0.2673 1.5210 4.0747



> Look up the charge of the first one.

0